Record 1
The following is a quantum chemistry calculation of a structure of composition C16H23N3O4, from the Open Molecules 2025 dataset.

The geometry in XYZ format:
```
46
Properties=species:S:1:pos:R:3
C -3.77543 -2.81605 0.01614
C -2.32271 -2.21410 0.28114
C -2.38759 -1.13558 1.43106
C -3.43223 -0.06804 1.18846
C -3.16426 0.48498 -0.25038
O -3.86124 0.30878 -1.06193
N -2.30380 1.47811 0.06077
C -1.38478 2.02005 0.86967
H -1.80205 2.94167 1.36317
C 0.11482 2.21134 0.47968
N 0.30207 1.56892 -0.58800
C 1.36997 0.66841 -0.74662
C 1.43248 -0.89818 -1.32491
C 2.46352 -1.52070 -1.06454
C 3.60693 -1.29680 -0.53177
C 3.66465 -0.04098 0.24086
C 2.73560 0.75953 0.00947
N 2.98553 2.21030 0.39119
O 2.54809 3.27677 -0.33435
O 3.87877 2.49379 1.24569
H 4.58049 0.32607 0.52686
O 4.43777 -2.16091 -0.16349
C 5.75042 -1.85330 0.41679
H 5.50673 -1.64845 1.57859
H 6.34118 -2.71288 0.08005
H 6.39329 -1.13828 -0.13949
H 2.37595 -2.78047 -1.53059
H 0.54527 -0.86650 -1.74384
C -0.55751 1.51006 -1.66720
H -0.64076 0.53955 -2.17130
C -1.79550 2.29534 -1.41611
H -1.73926 3.24147 -1.37554
H -2.54706 2.01069 -2.08609
H 0.01145 2.05727 -2.53410
H 0.72636 1.98842 1.31836
H 0.25309 3.50833 0.23078
H -1.31266 1.22138 1.57423
H -3.43758 0.68251 2.31752
H -4.52882 -0.36150 1.16073
H -3.01121 -1.62938 2.44234
H -1.45329 -0.94823 1.82519
H -2.21997 -1.61690 -0.35393
H -1.87017 -3.04135 0.57789
H -4.35221 -3.37526 0.84275
H -3.80236 -3.55145 -0.86954
H -4.32201 -2.12846 -0.51566
```

Values from the calculation:
Relative energy (zero: lowest compared OMol25 entry of this formula, charge and spin), eV: 22.423
Spin multiplicity: 1
E_tot, Eh: -1087.954807
Max |F|, eV/Å: 18.26
Orbital gap, Eh: 0.246
Total charge: 0

Atom charges from the Mulliken analysis, given in e for atoms 1 to 4: C -1.288; C -0.461; C -0.650; C -0.784

Record 2
The following is a quantum chemistry calculation of a cluster of 2 separate species, C6H15N2 in total, from the Open Molecules 2025 dataset.

The geometry in XYZ format:
```
23
Properties=species:S:1:pos:R:3
C 0.76934 0.88432 0.06542
C 1.88911 0.04664 0.04062
C 3.18719 0.76284 0.11285
C 2.01668 -1.35497 -0.32888
C -1.50231 1.74547 0.19264
C -0.63867 0.55418 -0.06967
N -1.04679 -0.70447 -0.11605
N -3.57599 -1.23795 0.12740
H 1.08310 1.95656 0.17583
H 3.59853 0.94899 1.11229
H 3.30863 1.75436 -0.45532
H 4.10356 0.13501 -0.29737
H 1.07385 -1.85102 -0.91573
H 1.97204 -1.96365 0.51735
H 2.86051 -1.64365 -0.84360
H -2.48760 1.52356 0.04081
H -0.97215 2.69410 -0.27249
H -1.51416 2.06853 1.21579
H -2.14689 -0.83109 -0.06373
H -0.34877 -1.37895 -0.29768
H -4.01751 -0.68583 -0.58232
H -4.19244 -1.28645 0.94243
H -3.41926 -2.13653 -0.30058
```

Values from the calculation:
Relative energy (zero: lowest compared OMol25 entry of this formula, charge and spin), eV: 2.258
Spin multiplicity: 1
E_tot, Eh: -346.829598
Max |F|, eV/Å: 5.21
Orbital gap, Eh: 0.336
Total charge: +1

Atom charges from the Mulliken analysis, given in e for atoms 1 to 4: C -0.771; C 1.202; C -1.390; C -1.528

Record 3
The following is a quantum chemistry calculation of a structure of composition C5H12O3Y, from the Open Molecules 2025 dataset.

The geometry in XYZ format:
```
21
Properties=species:S:1:pos:R:3
C -0.91359 -1.63850 3.06418
H -0.74761 -2.66872 3.38835
H -1.90628 -1.53453 2.61975
H -0.75343 -0.89982 3.85409
O 0.02843 -1.40683 1.97368
C 1.00234 -0.64123 2.09824
H 0.98107 0.14994 2.86102
H 1.87725 -0.85512 1.47557
O -1.24250 -0.90855 -2.65463
C -0.02731 -1.06049 -2.02762
C 0.63838 0.34235 -1.72564
O -0.35964 1.25968 -1.27357
C 0.11009 2.58191 -1.07076
Y -2.46076 0.65924 -2.11081
H 0.70112 -1.64024 -2.62718
H -0.12424 -1.58920 -1.05644
H 1.00212 0.72289 -2.69594
H 1.51168 0.35223 -1.05682
H -0.72728 3.18625 -0.70694
H 0.91053 2.58820 -0.31796
H 0.49964 3.00054 -2.01058
```

Values from the calculation:
<S²>: 0.751
Relative energy (zero: lowest compared OMol25 entry of this formula, charge and spin), eV: 0.000
Spin multiplicity: 2
E_tot, Eh: -461.027645
Max |F|, eV/Å: 2.14
Orbital gap (alpha / beta), Eh: 0.143 / 0.276
Total charge: +2

Atom charges from the Mulliken analysis, given in e for atoms 1 to 4: C -0.535; H 0.275; H 0.244; H 0.379

Record 4
The following is a quantum chemistry calculation of the ion C5H6N5O with charge +1, from the Open Molecules 2025 dataset.

The geometry in XYZ format:
```
17
Properties=species:S:1:pos:R:3
C 2.29935 -2.15440 0.10442
C 2.07879 -0.97081 0.89732
C 0.92078 -0.03549 0.42101
N 0.99942 1.04642 -0.47290
C -0.35592 1.48045 -0.55415
N -0.77048 2.50576 -1.33078
N -1.13209 0.66041 0.27909
N -2.52080 0.66991 0.51826
C -2.95040 -0.41951 -0.05187
O -3.21934 -1.47617 -0.45407
N -0.39575 -0.28562 0.91850
H 1.93324 -3.15771 0.47551
H 2.80451 -2.02444 -0.89674
H 2.69809 -0.70960 1.80224
H -1.02534 2.40209 -2.32048
H -0.75494 3.44604 -0.91868
H -0.67858 -1.00566 1.58965
```

Values from the calculation:
Structure (SMILES): C=Cc1nc(N)n(N=C=O)[nH+]1
Relative energy (zero: lowest compared OMol25 entry of this formula, charge and spin), eV: 6.444
Spin multiplicity: 1
E_tot, Eh: -542.658422
Max |F|, eV/Å: 5.47
Orbital gap, Eh: 0.273
Total charge: +1

Atom charges from the Mulliken analysis, given in e for atoms 1 to 4: C -0.464; C -0.526; C 0.537; N -0.425

Record 5
The following is a quantum chemistry calculation of a cluster of 2 separate species, N2O6 in total, from the Open Molecules 2025 dataset.

The geometry in XYZ format:
```
8
Properties=species:S:1:pos:R:3
N 1.78317 0.07422 0.13126
N -1.77849 0.05328 -0.15185
O 1.38138 0.99653 0.72456
O 2.91619 -0.14321 -0.32570
O -1.20179 0.84835 -0.78645
O -2.96916 0.02713 0.19234
O 1.15927 -0.96528 -0.20679
O -1.32673 -1.00652 0.35283
```

Values from the calculation:
Relative energy (zero: lowest compared OMol25 entry of this formula, charge and spin), eV: 1.614
Spin multiplicity: 1
E_tot, Eh: -560.537518
Max |F|, eV/Å: 1.57
Orbital gap (alpha / beta), Eh: 0.340 / 0.343
Total charge: 0

Atom charges from the Mulliken analysis, given in e for atoms 1 to 4: N 1.176; N 1.196; O -0.467; O -0.395

Record 6
The following is a quantum chemistry calculation of the ion C5H11N3 with charge +2, from the Open Molecules 2025 dataset.

The geometry in XYZ format:
```
19
Properties=species:S:1:pos:R:3
C 0.31117 1.41376 -0.99427
C 0.75325 0.52133 -0.10974
C 1.87470 0.71515 0.77741
C 0.33266 -0.96119 -0.21849
N 1.12875 -1.93122 -0.40177
N -1.06055 -1.19510 -0.06839
C -2.11923 -0.36659 0.25327
N -2.19054 0.92509 0.25422
H -0.43725 1.06355 -1.60475
H 0.71142 2.33837 -1.02082
H 1.87231 1.80625 0.95224
H 2.78453 0.40017 0.23583
H 1.69488 0.09451 1.66193
H 2.18114 -1.70915 -0.21976
H 1.01814 -2.89904 -0.75542
H -1.20787 -2.21678 0.10852
H -3.16689 -0.93100 0.36478
H -1.40572 1.58905 0.42063
H -3.07489 1.34284 0.36458
```

Values from the calculation:
Structure (SMILES): C=C(C)C(=[NH2+])NC=[NH2+]
Relative energy (zero: lowest compared OMol25 entry of this formula, charge and spin), eV: 3.311
Spin multiplicity: 1
E_tot, Eh: -360.681062
Max |F|, eV/Å: 4.58
Orbital gap, Eh: 0.331
Total charge: +2

Atom charges from the Mulliken analysis, given in e for atoms 1 to 4: C -1.492; C 0.802; C -1.575; C 0.697